This record from the Open Molecules 2025 dataset describes C6H14BCrF2N2O3Se4Si as an isolated structure. The level of theory is the ωB97M-V functional and the def2-TZVPD basis.

Output
- HOMO energy (alpha / beta): -1.5 / -1.5 eV
- Charge: -2
- 2S+1: 4
- LUMO energy (alpha / beta): 4.7 / 4.7 eV

Each line ends with the Mulliken spin population.
CARTESIAN COORDINATES (ANGSTROEM)
Cr1 0.149428 0.411271 0.377311  3.2561
N1 0.342771 -1.670511 0.908364  -0.0299
N2 0.755909 -1.684596 2.249640  -0.0011
C1 1.117579 -0.486199 2.867259  0.0013
O1 1.648576 -0.536524 3.971579  0.0098
O2 0.814472 0.576816 2.202794  -0.0175
H1 -0.566079 -2.126090 0.814797  0.0015
H2 0.997994 -2.160570 0.305803  0.0031
H3 1.142100 -2.531678 2.626936  -0.0004
Se1 -2.469878 0.132402 1.182282  -0.0123
Se2 -3.510725 -0.973135 -0.596913  -0.0004
Se3 -2.755402 -3.204073 -0.600543  0.0028
Se4 -0.861266 -3.328242 -1.985670  -0.0004
O3 -0.493251 -0.100666 -1.523957  -0.0218
H4 -1.448182 0.063042 -1.579369  0.0020
H5 -0.422544 -1.072019 -1.716430  0.0031
C2 0.537243 6.333916 0.838268  0.0043
Si1 -0.099540 5.344456 -0.624609  -0.0033
C3 -1.857715 5.905264 -0.972990  0.0041
C4 0.938116 5.807105 -2.120911  0.0047
C5 -0.024763 3.588540 -0.289034  0.1862
C6 0.040359 2.391148 -0.036193  -0.2735
H6 0.505859 7.408553 0.634969  0.0002
H7 1.566191 6.052376 1.068650  0.0003
H8 -0.063989 6.129217 1.725784  0.0002
H9 -1.896651 6.986533 -1.136645  0.0001
H10 -2.515007 5.654464 -0.139193  0.0007
H11 -2.250556 5.406912 -1.860904  0.0002
H12 0.908313 6.887552 -2.292717  0.0001
H13 0.566530 5.304588 -3.015601  0.0002
H14 1.977108 5.504849 -1.981979  0.0001
F1 3.066685 -0.402661 0.215900  0.0025
B1 2.114891 0.377029 -0.370262  -0.1260
F2 2.633945 1.025816 -1.428321  0.0032

Atoms 1-6, force components in eV/Å:
-0.7 -0.2 0.2
0.0 -0.1 0.0
-0.1 -0.1 0.0
0.0 0.2 0.0
0.0 -0.1 0.0
0.0 0.0 0.1

---

This record from the Open Molecules 2025 dataset describes a 2-piece molecular cluster, C2H7N overall. The level of theory is the ωB97M-V functional and the def2-TZVPD basis.

Output
- HOMO energy: -9.1 eV
- SMILES: C=N.C
- Charge: 0
- LUMO energy: -0.1 eV
- Energy above the lowest of the compared OMol25 structures with the same formula, charge and spin: 90.4 kcal/mol

Each line ends with the Mulliken charge.
CARTESIAN COORDINATES (ANGSTROEM)
C1 1.602368 -1.232670 0.746389  -0.3275
N1 0.837777 -0.097259 0.912235  -0.4850
C2 -1.552910 1.001055 -1.002534  -0.7964
H1 1.163126 -2.272233 0.932067  0.2311
H2 2.641653 -1.113691 0.722198  0.3086
H3 1.513275 -0.132184 1.756292  0.2504
H4 -0.934545 0.869510 -0.128474  0.1732
H5 -1.129637 0.204373 -1.659629  0.1942
H6 -2.566582 0.814402 -0.681114  0.2306
H7 -1.574526 1.958699 -1.597430  0.2209

Atoms 1-6, force components in eV/Å:
-4.7 1.2 1.1
2.2 -4.5 0.8
0.3 -0.2 -1.3
0.4 1.0 -1.7
1.9 -0.3 0.4
0.3 2.6 -0.5

---

This record from the Open Molecules 2025 dataset describes a 3-piece molecular cluster, C12H26BNO9 overall. The level of theory is the ωB97M-V functional and the def2-TZVPD basis.

Output
- HOMO energy: -9.6 eV
- SMILES: CB(O)C(=O)OCCN.CCOC(=O)OC.CCOC(=O)OC
- Charge: 0
- LUMO energy: 0.3 eV
- Energy above the lowest of the compared OMol25 structures with the same formula, charge and spin: 6.1 kcal/mol

Each line ends with the Mulliken charge.
CARTESIAN COORDINATES (ANGSTROEM)
C1 -0.735553 -1.115033 0.386858  -0.9113
B1 0.798661 -1.007619 0.143457  0.2922
O1 1.422256 -1.651590 -0.898296  -0.5015
C2 1.716331 -0.146594 1.135671  0.4908
O2 1.947654 -0.551090 2.255826  -0.5400
O3 2.199716 1.023426 0.651178  -0.2890
C3 2.623884 1.970805 1.642981  -0.6153
C4 1.502850 2.416975 2.576418  -0.0529
N1 1.174429 3.839930 2.342976  -0.7274
H1 -1.236801 -0.898806 -0.556185  0.3205
H2 -1.081214 -0.395881 1.125459  0.2737
H3 -1.047941 -2.103069 0.718855  0.3211
H4 2.061650 -1.041813 -1.278604  0.2936
H5 3.001297 2.833828 1.103829  0.4848
H6 3.448020 1.557149 2.216722  0.2408
H7 1.828875 2.278785 3.602060  0.2632
H8 0.614928 1.802725 2.426681  0.1728
H9 1.134589 3.982958 1.340007  0.2378
H10 0.218575 3.980374 2.645076  0.2617
C5 2.390385 -5.053101 -1.256471  -1.0790
C6 0.901132 -5.064340 -0.994016  -0.0152
O4 0.327423 -6.366852 -1.197346  -0.3748
C7 0.527412 -7.237844 -0.213870  0.7431
O5 1.100223 -7.026034 0.821595  -0.5535
O6 -0.036394 -8.393992 -0.565961  -0.3500
C8 0.141138 -9.446897 0.383406  -0.6400
H11 2.602370 -5.439959 -2.254233  0.3115
H12 2.770614 -4.035554 -1.182493  0.2846
H13 2.919816 -5.674537 -0.535465  0.3235
H14 0.389016 -4.415855 -1.701234  0.2683
H15 0.669266 -4.713697 0.011230  0.2609
H16 -0.189912 -9.139315 1.372485  0.2988
H17 1.186131 -9.750170 0.420799  0.2927
H18 -0.467029 -10.275707 0.034014  0.2202
C9 -1.124244 6.589777 -2.840720  -1.0991
C10 -1.604082 5.168219 -2.644349  -0.2205
O7 -1.755161 4.841192 -1.253435  -0.2827
C11 -2.855584 5.316446 -0.674345  0.7022
O8 -3.726222 5.947346 -1.209845  -0.5616
O9 -2.831795 4.955709 0.608416  -0.2680
C12 -3.929267 5.450711 1.380956  -0.6754
H19 -0.204197 6.761148 -2.280851  0.2871
H20 -0.931966 6.777717 -3.896744  0.3668
H21 -1.868240 7.305309 -2.494451  0.3126
H22 -0.865393 4.462425 -3.018722  0.2969
H23 -2.541947 4.984931 -3.167263  0.3158
H24 -4.878564 5.188920 0.920234  0.3026
H25 -3.855254 6.530945 1.492599  0.3067
H26 -3.851882 4.977602 2.355111  0.2103

Atoms 1-6, force components in eV/Å:
0.1 0.1 0.1
0.3 -0.1 0.0
-0.7 0.5 -0.2
0.2 -0.2 0.3
-0.2 0.4 -0.4
-0.5 0.1 0.0

---

This record from the Open Molecules 2025 dataset describes C5H6FN as an isolated structure. The level of theory is the ωB97M-V functional and the def2-TZVPD basis.

Output
- HOMO energy: -8.9 eV
- Charge: 0
- LUMO energy: 1.0 eV
- Energy above the lowest of the compared OMol25 structures with the same formula, charge and spin: 81.3 kcal/mol

Each line ends with the Mulliken charge.
CARTESIAN COORDINATES (ANGSTROEM)
C1 -1.317059 0.130631 -0.219947  0.3315
C2 -0.739725 1.334304 -0.110075  -0.7116
C3 0.647696 0.753196 0.054367  -0.0048
C4 0.568481 -0.538702 0.900475  -0.7191
C5 -0.312769 -0.984721 -0.370903  -0.1343
H1 -1.095537 2.344882 -0.186846  0.4125
H2 1.464028 1.406004 -0.053291  0.4509
H3 0.104870 -0.303182 1.852798  0.3163
H4 1.580499 -0.956713 1.028733  0.3161
H5 -0.584816 -2.023099 -0.698113  0.3954
H6 1.636360 -0.715587 -1.003850  0.2701
N1 0.682437 -0.162787 -1.144103  -0.6198
F1 -2.634459 -0.284230 -0.049240  -0.3032

Atoms 1-6, force components in eV/Å:
-3.4 -0.5 0.3
-0.7 -2.1 0.3
0.6 -0.8 -2.2
0.0 1.1 1.0
1.4 0.9 1.3
0.0 0.0 0.4